A structure of composition C12H18F3O7V at a distorted geometry. Source: the OMol25 dataset; level of theory: ωB97M-V/def2-TZVPD.

Last column: Löwdin charge in e.
Geometry (Å):
O1 -0.097905 -1.659628 1.122737  -0.37
V1 0.959971 -0.498944 1.302497  0.97
F1 2.602916 -1.606092 1.175257  -0.53
F2 0.850925 -0.188373 3.265620  -0.55
F3 1.281832 -0.157799 -0.730786  -0.53
O2 -0.712401 1.055657 0.948060  0.08
C1 -1.401864 1.376639 0.030382  -0.45
O3 -2.751775 1.394292 0.062330  0.04
C2 -3.283728 1.837989 -1.203977  -0.15
C3 -2.139562 1.609126 -2.180567  -0.16
C4 -0.914429 1.870622 -1.321211  -0.07
H1 -3.549686 2.895744 -1.120471  0.12
H2 -4.183033 1.267083 -1.419023  0.12
H3 -2.147892 2.224345 -3.082656  0.11
H4 -2.145132 0.575556 -2.532988  0.12
H5 -0.750812 2.930169 -1.077935  0.14
H6 0.015486 1.404985 -1.640387  0.11
O4 0.268551 -4.647841 0.489940  0.16
C5 -0.546302 -4.919783 -0.320955  -0.48
O5 -0.272417 -5.619523 -1.465936  0.01
C6 -1.376915 -5.601490 -2.366611  -0.17
C7 -2.452909 -4.703405 -1.726606  -0.16
C8 -2.013633 -4.531047 -0.286527  -0.07
H7 -1.682638 -6.632665 -2.551890  0.11
H8 -1.051191 -5.161686 -3.310032  0.12
H9 -3.453211 -5.103975 -1.908999  0.10
H10 -2.473568 -3.756914 -2.270630  0.11
H11 -2.510795 -5.226635 0.393347  0.13
H12 -2.157404 -3.523765 0.090036  0.12
O6 2.241914 1.254495 1.356578  0.06
C9 2.553684 2.360870 1.656425  -0.43
O7 1.894394 3.439931 1.168938  0.04
C10 2.502453 4.642118 1.657880  -0.16
C11 3.918562 4.243624 2.105576  -0.15
C12 3.754915 2.780660 2.483596  -0.05
H13 1.903635 5.015892 2.492549  0.12
H14 2.506319 5.373653 0.853436  0.12
H15 4.239589 4.909562 2.903689  0.11
H16 4.566209 4.340618 1.233368  0.11
H17 3.456431 2.636297 3.523803  0.14
H18 4.551430 2.099630 2.202142  0.13

Cartesian forces (eV/Å) of the 6 atoms listed first:
O 0.1 0.9 0.2
V 0.7 -3.2 -1.2
F -1.2 1.3 0.6
F 0.3 0.2 -1.3
F -0.5 0.3 1.1
O -0.5 0.0 1.0

The value obtained for the highest occupied orbital energy (alpha / beta) is -0.15014 / -0.20738 Eh. The value obtained for the energy is -2238.534210 a.u. The molecular weight comes out at 382.207 u. The energy relative to the best compared isomer or geometry (same formula, charge and spin) comes out at 0.00 kJ/mol. The strongest force on any atom is 3.46 eV Å⁻¹. As for the spin multiplicity: 2. The total charge is -1.